1.
The following is a DFT calculation (wB97M-V/def2-TZVPD) of a molecular structure, C14H48N2O9 in a non-equilibrium geometry.

XYZ file:
```
73
C14H48N2O9, DFT wB97M-V/def2-TZVPD
C 16.69 16.19 -5.83
C 16.36 16.20 -7.30
O 16.97 17.38 -7.82
H 17.62 15.78 -5.45
H 15.93 15.57 -5.35
H 16.47 17.18 -5.42
H 15.28 16.35 -7.38
H 16.51 15.27 -7.84
H 16.48 17.67 -8.59
C 18.14 13.60 -3.99
C 19.52 12.94 -3.80
O 20.55 13.96 -3.73
H 18.03 14.30 -4.82
H 17.91 14.01 -3.01
H 17.43 12.78 -3.98
H 19.64 12.26 -4.64
H 19.63 12.38 -2.88
H 21.35 13.52 -3.45
C 17.96 17.37 -3.34
C 18.32 15.98 -3.89
O 19.52 15.53 -3.20
H 18.65 18.10 -3.77
H 18.00 17.38 -2.25
H 16.93 17.60 -3.61
H 18.56 15.91 -4.95
H 17.42 15.39 -3.71
H 19.83 14.67 -3.49
O 17.36 16.15 -0.62
H 17.56 16.76 0.10
H 17.60 16.63 -1.41
O 20.41 19.10 -3.99
H 20.32 18.41 -3.33
H 19.59 19.59 -3.94
O 18.86 20.00 -5.55
H 18.84 19.13 -5.16
H 19.34 19.89 -6.37
O 20.83 17.47 -2.89
H 19.97 17.07 -3.01
H 21.45 16.79 -3.17
C 15.63 23.24 -4.86
C 15.91 21.97 -4.07
C 16.14 20.83 -5.00
O 16.60 19.65 -4.30
C 16.43 18.50 -4.97
N 16.92 22.32 -3.15
H 15.20 24.00 -4.21
H 14.97 23.10 -5.72
H 16.47 23.71 -5.37
H 14.98 21.77 -3.54
H 16.97 21.15 -5.63
H 15.31 20.48 -5.61
H 17.11 18.43 -5.82
H 15.40 18.31 -5.25
H 16.76 17.77 -4.23
H 16.65 22.85 -2.33
H 17.24 21.45 -2.76
C 23.07 16.98 -7.13
C 21.74 16.47 -7.66
C 20.80 15.76 -6.64
O 20.18 14.74 -7.29
C 19.39 13.96 -6.43
N 21.15 17.77 -8.13
H 23.09 17.54 -6.20
H 23.58 17.42 -8.00
H 23.79 16.19 -6.91
H 21.90 15.92 -8.59
H 19.98 16.43 -6.37
H 21.36 15.51 -5.75
H 18.61 14.57 -5.98
H 20.03 13.47 -5.69
H 18.91 13.14 -6.97
H 20.89 18.28 -7.31
H 20.26 17.53 -8.54
```

HOMO-LUMO gap: 8.757 eV
Relative energy (zero: lowest compared OMol25 entry of this formula, charge and spin): 420.5 kcal/mol
2S+1: 1
Charge: 0
E: -1348.081664 Ha

These are the Mulliken partial charges, in e, on atoms 1 to 8: number 1, C, carries -0.056; number 2, C, carries -0.915; number 3, O, carries -0.461; number 4, H, carries -0.709; number 5, H, carries 0.394; number 6, H, carries -0.751; number 7, H, carries 0.473; number 8, H, carries 0.371

2.
The following is a DFT calculation (wB97M-V/def2-TZVPD) of a molecular structure, C28H39AuClN3O4 in a non-equilibrium geometry.

XYZ file:
```
76
C28H39AuClN3O4, DFT wB97M-V/def2-TZVPD
O 0.46 -1.72 -1.08
C 1.54 -2.50 -1.41
C 1.67 -3.65 -0.40
C 1.18 -3.54 0.90
H 0.65 -2.63 1.19
C 1.40 -4.56 1.83
H 0.99 -4.46 2.83
C 2.12 -5.70 1.46
H 2.27 -6.50 2.17
C 2.61 -5.82 0.15
H 3.18 -6.69 -0.14
C 2.36 -4.81 -0.78
H 2.71 -4.88 -1.81
H 1.39 -2.94 -2.42
C 3.05 -0.88 -2.77
C 2.79 -1.56 -1.46
H 4.11 -0.86 -3.05
H 2.72 0.17 -2.72
H 2.47 -1.37 -3.56
C 3.70 -1.60 -0.41
C 5.01 -0.89 -0.39
H 3.49 -2.24 0.45
H 5.85 -1.60 -0.46
H 5.13 -0.35 0.55
H 5.10 -0.17 -1.21
Au 1.63 -0.19 -0.05
Cl 2.84 1.63 0.86
C -0.22 3.55 0.59
O -0.96 3.32 -0.36
N -0.33 4.66 1.37
C -1.14 5.78 0.93
C 0.43 4.86 2.59
H 0.60 2.87 0.89
H -1.60 5.52 -0.03
H -0.53 6.68 0.83
H -1.93 5.99 1.66
H 1.00 3.96 2.83
H -0.26 5.08 3.43
H 1.12 5.72 2.47
H -3.06 -4.12 0.40
H -3.87 -2.24 2.02
C -2.18 -3.47 0.44
C -3.15 -1.52 1.60
N -2.56 -2.08 0.41
H -1.53 -3.69 -0.41
C -2.36 -1.33 -0.70
O -2.60 -0.13 -0.81
H -3.66 -0.58 1.35
H -1.95 -1.93 -1.53
H -1.64 -3.69 1.37
H -2.38 -1.32 2.35
H -0.91 2.78 -5.27
H -2.47 0.58 -5.62
C -0.15 2.02 -5.04
C -1.59 0.02 -5.26
N -0.75 0.86 -4.42
H 0.58 2.44 -4.34
C -0.49 0.57 -3.12
O 0.44 1.06 -2.47
H -1.93 -0.85 -4.70
H -1.22 -0.15 -2.69
H 0.33 1.74 -5.98
H -1.03 -0.31 -6.15
C 0.27 0.29 1.27
C -0.56 0.79 2.03
C -1.55 1.45 2.81
C -1.46 1.55 4.22
C -2.30 2.43 4.90
C -3.23 3.19 4.18
C -3.42 2.99 2.81
C -2.60 2.10 2.13
H -0.69 0.96 4.74
H -2.21 2.53 5.98
H -3.83 3.95 4.70
H -4.20 3.53 2.28
H -2.71 1.91 1.06
```

HOMO-LUMO gap (spin up / spin down): 7.760 / 4.202 eV
2S+1: 3
Charge: 0
E: -2151.232927 Ha
Expectation value of S²: 2.020

These are the Mulliken partial charges, in e, on atoms 1 to 8: number 1, O, carries -0.300; number 2, C, carries -0.035; number 3, C, carries -0.045; number 4, C, carries 0.158; number 5, H, carries 0.403; number 6, C, carries -0.899; number 7, H, carries 0.437; number 8, C, carries -0.503